*i*
Below is a 2-piece molecular cluster, C4H11NS overall, with properties calculated with ωB97M-V/def2-TZVPD.

Values from the calculation:
HOMO (eV): -6.3
Gap between HOMO and LUMO (eV): 5.20

The geometry in ORCA input format:
```
! RIJCOSX wB97M-V def2-TZVPD def2/J DEFGRID3
* xyz 0 1
C 2.1312 -0.1122 0.5814
C 0.6827 0.0940 1.1382
C 0.5915 -0.8643 0.1176
S -2.0477 0.8353 -0.0954
C -3.5007 0.1194 -0.7314
N 2.2403 0.8644 -0.4843
H 2.7329 -1.0002 0.4328
H 2.6079 0.2972 1.6286
H 0.0835 0.9563 0.9587
H 0.5015 -0.1723 2.1665
H 0.4744 -1.8903 0.1875
H 0.0689 -0.4960 -0.7464
H -3.6654 -0.8614 -0.4130
H -4.3789 0.6884 -0.7179
H -3.3948 -0.0292 -1.7577
H 3.1790 0.8600 -0.9925
H 1.6937 0.7111 -1.2728
*
```

*ii*
Below is a 2-piece molecular cluster, C4H11NS overall, with properties calculated with ωB97M-V/def2-TZVPD.

Values from the calculation:
HOMO (eV): -8.4
Gap between HOMO and LUMO (eV): 9.38

The geometry in ORCA input format:
```
! RIJCOSX wB97M-V def2-TZVPD def2/J DEFGRID3
* xyz 0 1
C 1.1838 1.8467 0.5837
N 1.2668 0.9623 1.4674
C 2.3295 -0.0142 1.3263
H 0.3740 2.5763 0.6096
H 1.9036 1.9569 -0.2476
H 2.6965 -0.3746 2.2799
H 1.9469 -0.8996 0.8059
H 3.1754 0.3490 0.7224
C -2.0919 -0.1641 -2.0076
S -2.3882 0.0224 -0.2451
C -1.2386 -1.2488 0.3628
H -2.2030 -1.1878 -2.3579
H -2.8070 0.4515 -2.5525
H -1.0899 0.1864 -2.2302
H -1.0531 -1.0155 1.4074
H -0.3039 -1.2249 -0.1964
H -1.7010 -2.2219 0.2718
*
```

Quick one: most stable of them? *ii*

*i*
Below is one molecule with the formula C4H11NS, with properties calculated with ωB97M-V/def2-TZVPD.

Values from the calculation:
HOMO (eV): -8.6
Gap between HOMO and LUMO (eV): 9.53

The geometry in ORCA input format:
```
! RIJCOSX wB97M-V def2-TZVPD def2/J DEFGRID3
* xyz 0 1
C -1.5435 -1.0911 1.5570
N -0.8229 0.0177 1.0025
C -0.4998 -0.1458 -0.3705
C 0.0433 0.9768 -1.2205
C 1.5521 1.1796 -0.6638
S 2.7122 -0.2694 -0.7865
H -0.9164 -1.9991 1.3861
H -1.6220 -0.8514 2.6557
H -2.6138 -1.2741 1.1776
H -0.0432 0.3763 1.5732
H 0.2151 -0.9435 -0.5072
H -1.4531 -0.4786 -0.7635
H 0.2283 0.5047 -2.2650
H -0.5351 1.8897 -1.1520
H 2.0180 1.9433 -1.3937
H 1.3828 1.5044 0.4289
H 1.8977 -1.3397 -0.6584
*
```

*ii*
Below is one molecule with the formula C4H11NS, with properties calculated with ωB97M-V/def2-TZVPD.

Values from the calculation:
HOMO (eV): -8.7
Gap between HOMO and LUMO (eV): 9.68

The geometry in ORCA input format:
```
! RIJCOSX wB97M-V def2-TZVPD def2/J DEFGRID3
* xyz 0 1
C -0.9472 -0.3562 2.7358
C -0.4218 -0.6846 1.3126
N -1.5779 -0.7132 0.4341
C 0.5455 0.2424 0.5738
C 0.8537 -0.3801 -0.8206
S 0.8469 0.8766 -2.2057
H -1.9802 0.1925 2.7096
H -0.1332 0.1514 3.3673
H -1.0029 -1.2991 3.2447
H -0.0165 -1.7141 1.2511
H -2.0053 -1.6195 0.5994
H -2.0722 0.1438 0.5276
H 0.2363 1.3207 0.3178
H 1.4257 0.4619 1.2099
H 1.8532 -0.7520 -1.0434
H -0.0126 -0.9676 -1.1030
H 1.0220 2.1201 -1.6382
*
```

Quick one: most stable of them? *ii*

*i*
Below is a 2-piece molecular cluster, C4H11NS overall, with properties calculated with ωB97M-V/def2-TZVPD.

Values from the calculation:
HOMO (eV): -8.5
Gap between HOMO and LUMO (eV): 9.44

The geometry in ORCA input format:
```
! RIJCOSX wB97M-V def2-TZVPD def2/J DEFGRID3
* xyz 0 1
C 2.8144 0.1967 -2.8744
N 1.8564 0.9969 -3.0472
C 0.8163 0.6248 -3.9803
H 3.6436 0.5593 -2.2754
H 2.9098 -0.7833 -3.3598
H 0.6924 1.4479 -4.6785
H -0.1358 0.4917 -3.4622
H 1.0396 -0.2326 -4.6358
C -0.7092 0.3468 4.0155
S -1.2099 -1.3514 3.6902
C -2.3517 -1.1031 2.3308
H -0.4418 0.8063 3.0632
H 0.2618 0.3229 4.5201
H -1.4172 0.9007 4.6178
H -2.6165 -2.0996 1.9748
H -3.2622 -0.5690 2.5987
H -1.8900 -0.5549 1.5025
*
```

*ii*
Below is one molecule with the formula C4H11NS, with properties calculated with ωB97M-V/def2-TZVPD.

Values from the calculation:
HOMO (eV): -8.4
Gap between HOMO and LUMO (eV): 9.40

The geometry in ORCA input format:
```
! RIJCOSX wB97M-V def2-TZVPD def2/J DEFGRID3
* xyz 0 1
C 1.3688 1.1022 -0.9821
N 0.2038 0.3299 -0.5985
C -0.1789 -0.7708 -1.5041
C 0.1571 -0.0263 0.7935
C -1.1402 -0.6067 1.2132
S -1.5916 -0.2516 2.8753
H 1.2167 1.6965 -1.8805
H 1.7040 1.8373 -0.2196
H 2.2096 0.4463 -1.1064
H -1.0609 -1.2769 -1.1817
H 0.5577 -1.6042 -1.5662
H -0.3275 -0.3644 -2.5123
H 0.1662 0.9599 1.1660
H 1.0466 -0.6469 1.0281
H -1.9061 -0.2043 0.4659
H -1.1202 -1.7219 1.0871
H -1.3049 1.1019 2.9224
*
```

*iii*
Below is one molecule with the formula C4H11NS, with properties calculated with ωB97M-V/def2-TZVPD.

Values from the calculation:
HOMO (eV): -9.1
Gap between HOMO and LUMO (eV): 10.08

The geometry in ORCA input format:
```
! RIJCOSX wB97M-V def2-TZVPD def2/J DEFGRID3
* xyz 0 1
C -1.3528 2.9375 -1.4882
C -0.2348 2.2528 -0.7132
N -0.6918 1.0011 -0.1362
C 0.3892 0.1298 0.3357
C 0.0791 -1.3199 0.0239
S 0.9032 -2.5106 1.0872
H -2.1333 3.2544 -0.7935
H -1.7788 2.2460 -2.2102
H -0.9845 3.8649 -1.9326
H 0.6612 2.1509 -1.3407
H 0.0605 2.9199 0.0969
H -1.2132 0.5014 -0.8508
H 1.3670 0.3945 -0.0892
H 0.4752 0.2616 1.4213
H 0.3160 -1.4750 -1.0347
H -0.9978 -1.4734 0.0680
H 1.9507 -1.7458 1.4180
*
```

Quick one: most stable of them? *iii*

*i*
Below is C25H46BNP2Pm as an isolated structure, with properties calculated with ωB97M-V/def2-TZVPD.

Values from the calculation:
HOMO (alpha / beta) (eV): -9.4 / -9.4
Gap between HOMO and LUMO (alpha / beta) (eV): 4.99 / 5.23

The geometry in ORCA input format:
```
! RIJCOSX wB97M-V def2-TZVPD def2/J DEFGRID3
* xyz 1 5
Pm -0.9442 1.3281 2.6081
C 0.4959 0.4016 4.7584
C 1.4191 0.7973 3.7533
C 0.1158 2.6321 4.3174
C -0.3191 1.5173 5.0929
C 1.1998 2.1825 3.4866
C 0.3791 -0.9218 5.4155
H 1.1872 -1.6072 5.1245
H -0.5607 -1.4099 5.1175
H 0.3478 -0.8182 6.5206
C -1.5235 1.4534 5.9629
H -1.2348 1.2083 7.0002
H -2.2203 0.6709 5.6352
H -2.0479 2.4122 5.9778
C -0.7408 3.8114 4.0631
H -1.1672 4.1339 5.0214
H -1.6164 3.6567 3.3773
H -0.1381 4.6159 3.6112
C 1.7648 2.9256 2.3388
H 2.4472 3.7081 2.7038
H 0.9827 3.4210 1.7326
H 2.3393 2.2634 1.6800
C 2.5065 -0.0140 3.1549
H 3.5023 0.4424 3.3448
H 2.3926 -0.0756 2.0567
H 2.5236 -1.0418 3.5327
C -0.2043 -2.7446 0.5362
C 0.8745 -2.9280 1.3021
C 2.3133 -2.7952 0.9006
C 2.6803 -2.1011 -0.4426
C 2.3019 -0.6519 -0.6400
C 1.1267 -0.0951 -0.9435
C -0.2079 -0.7515 -0.9818
C -0.2088 -2.2970 -0.8959
H 2.7546 -3.8092 0.8889
H 2.3936 -2.7732 -1.2626
H 2.8482 -2.2701 1.7002
H 0.6438 -2.7420 -1.3986
H -1.2039 -2.7898 1.0012
H 0.7151 -3.2219 2.3518
H -1.0890 -2.6999 -1.4198
H -0.8408 -0.3570 -0.1631
H 1.0877 0.9813 -1.1840
H -0.6963 -0.3911 -1.9128
H 3.7850 -2.0975 -0.4908
H 3.1687 0.0306 -0.5762
P -0.8250 -0.6110 -4.1852
P -0.7004 2.1302 -5.2600
C -0.9332 -0.5608 -6.0510
C -1.3884 0.8392 -6.4559
H -1.6243 -1.3531 -6.3750
H 0.0598 -0.8022 -6.4611
H -1.0993 1.0910 -7.4870
H -2.4833 0.9170 -6.3500
C -1.4535 3.5372 -6.1799
H -1.1239 4.4826 -5.7320
H -2.5434 3.4744 -6.0606
H -1.2048 3.5254 -7.2546
C 1.0032 2.2362 -5.9754
H 1.0077 2.1782 -7.0776
H 1.6295 1.4362 -5.5572
H 1.4358 3.1956 -5.6502
C -2.3733 -1.5113 -3.7596
H -2.3839 -1.7529 -2.6865
H -2.4793 -2.4283 -4.3551
H -3.2209 -0.8395 -3.9528
C 0.4674 -1.9086 -4.0965
H 1.3386 -1.5556 -4.6583
H 0.1167 -2.8725 -4.4863
H 0.7826 -2.0114 -3.0562
B -2.6002 -2.3664 4.5984
C -2.4476 -1.2984 3.5228
N -2.3538 -0.4907 2.6627
H -1.7867 -3.2416 4.3613
H -3.7403 -2.7639 4.5634
H -2.4086 -1.8642 5.6978
*
```

*ii*
Below is C25H46BNP2Pm as an isolated structure, with properties calculated with ωB97M-V/def2-TZVPD.

Values from the calculation:
HOMO (alpha / beta) (eV): -10.3 / -10.3
Gap between HOMO and LUMO (alpha / beta) (eV): 5.91 / 6.05

The geometry in ORCA input format:
```
! RIJCOSX wB97M-V def2-TZVPD def2/J DEFGRID3
* xyz 1 5
Pm 1.5536 -0.8939 1.3571
C 0.4601 -0.5208 3.7838
C -0.3711 -1.3286 2.9373
C 1.5980 -2.5073 3.3969
C 1.6791 -1.2272 4.0134
C 0.3217 -2.5754 2.7498
C 0.0766 0.7001 4.5440
H -0.9934 0.9026 4.4514
H 0.6515 1.5822 4.2376
H 0.2778 0.5212 5.6137
C 2.7385 -0.7584 4.9350
H 2.3111 -0.3473 5.8592
H 3.3377 0.0419 4.4818
H 3.4001 -1.5900 5.2114
C 2.5809 -3.6190 3.5486
H 3.1469 -3.5365 4.4873
H 3.3118 -3.6059 2.7268
H 2.0965 -4.6071 3.5346
C -0.1791 -3.7611 2.0161
H 0.5134 -4.6138 2.2028
H -0.2174 -3.5635 0.9209
H -1.2138 -4.0532 2.3316
C -1.6928 -0.9565 2.3692
H -2.3832 -1.8101 2.4447
H -1.6479 -0.6730 1.3074
H -2.1047 -0.0979 2.9091
C -1.4833 3.2964 0.8491
C -2.4560 2.7945 1.6374
C -3.7621 2.1498 1.2470
C -3.9258 1.9367 -0.2787
C -3.3107 0.6292 -0.6711
C -2.0488 0.4680 -1.1031
C -0.8506 1.2018 -0.4988
C -1.0211 2.7412 -0.4777
H -4.5910 2.8002 1.5829
H -3.4649 2.7556 -0.8376
H -3.9036 1.1947 1.7927
H -1.6530 3.0767 -1.3216
H -0.9635 4.2378 1.1463
H -2.3797 2.9984 2.7140
H -0.0334 3.1895 -0.6783
H -0.6590 0.8574 0.5466
H -1.8315 -0.3611 -1.7983
H 0.0735 0.9541 -1.0688
H -4.9958 1.9400 -0.5398
H -3.9842 -0.2369 -0.5376
P 0.1453 0.7077 -3.6212
P 1.2908 -2.1163 -3.9386
C 0.5179 0.2313 -5.4188
C 1.4478 -0.9932 -5.4545
H 1.0162 1.0854 -5.9178
H -0.4288 0.0408 -5.9606
H 1.3083 -1.6128 -6.3596
H 2.5127 -0.6960 -5.4340
C 2.2985 -3.4452 -4.7068
H 2.2253 -4.3541 -4.1074
H 3.3406 -3.1148 -4.7062
H 2.0038 -3.6557 -5.7394
C -0.3927 -2.7722 -4.2012
H -0.6417 -2.9748 -5.2512
H -1.1589 -2.1050 -3.7861
H -0.4679 -3.7158 -3.6391
C 1.2136 2.2090 -3.4919
H 1.3148 2.4377 -2.4246
H 0.7822 3.0762 -4.0138
H 2.2027 1.9801 -3.9045
C -1.5092 1.5174 -3.8528
H -1.7219 1.6934 -4.9191
H -1.5640 2.4637 -3.2705
H -2.2570 0.8052 -3.4493
B 2.4931 3.3299 3.2512
C 2.2814 2.2077 2.2426
N 2.0953 1.2806 1.5335
H 1.4285 3.8885 3.4245
H 3.2982 4.0724 2.7592
H 2.9174 2.8032 4.2820
*
```

Quick one: most stable of them? *i*